No. 1
{
  "formula": "C3H14NOPbS",
  "method": "the ωB97M-V functional and the def2-TZVPD basis",
  "symbols": ["C", "Pb", "N", "H", "H", "H", "H", "H", "H", "H", "H", "C", "S", "C", "O", "H", "H", "H", "H", "H", "H"],
  "xyz": [[1.30044, -1.80066, -1.44591], [1.42080, 2.07087, -0.83172], [-0.42419, 1.71345, -2.34741], [1.21201, -3.80239, -1.65625], [1.27381, -2.86400, -1.65209], [0.38610, -1.54197, -0.87456], [2.21280, -1.64262, -0.84264], [1.33699, -1.32350, -2.42563], [-1.05719, 2.44232, -1.93916], [-0.90105, 0.80409, -2.17126], [-0.38364, 1.86711, -3.33515], [-2.01700, 0.46273, 1.93236], [-0.50234, 1.43467, 1.86126], [0.69085, 0.13637, 2.30225], [-0.34127, 1.53535, 0.26066], [-2.48761, 0.67773, 2.90396], [-1.80734, -0.61033, 1.87011], [-2.68835, 0.77849, 1.12985], [0.55673, -0.75606, 1.68383], [1.70923, 0.53225, 2.21660], [0.51020, -0.11388, 3.36090]],
  "forces_ev_per_angstrom": [[0.1291, 3.2732, 1.0626], [1.8678, 0.4641, -0.9967], [-1.5462, 0.0060, 1.1597], [-0.1344, -2.3402, -0.1324], [-0.1100, -1.0125, -0.3051], [0.5031, -0.1386, -0.3869], [-0.4645, 0.0913, -0.4112], [0.0650, 0.1571, 0.1755], [0.6016, -0.8777, -0.6645], [0.5873, 0.8587, -0.2374], [0.0882, 0.0780, -0.6696], [-0.2626, -0.0950, 0.8277], [0.2057, -0.9560, -2.5281], [-0.1434, 0.1368, 0.6045], [-1.5194, -0.4131, 3.2795], [0.0861, -0.0910, -0.3060], [0.0647, 0.2997, -0.1446], [0.2995, 0.1205, 0.1141], [-0.0731, 0.3236, -0.0486], [-0.2862, 0.0110, -0.0604], [0.0416, 0.1042, -0.3321]],
  "charge": 1,
  "gap_ev": [7.413, 6.290],
  "largest_force_ev_per_a": 3.64,
  "total_energy_ev": -22947.696,
  "spin_multiplicity": 1
}


No. 2
{
  "formula": "C8H12N4O2",
  "method": "the ωB97M-V functional and the def2-TZVPD basis",
  "symbols": ["C", "C", "C", "C", "C", "C", "C", "C", "N", "N", "N", "N", "O", "O", "H", "H", "H", "H", "H", "H", "H", "H", "H", "H", "H", "H"],
  "xyz": [[-2.59351, -1.91990, 0.01734], [-2.77907, 0.20489, 0.02163], [-1.53070, -0.11744, -0.51123], [2.82361, 0.11672, 0.48975], [0.73864, 1.06222, -0.45055], [2.95441, -0.18718, 1.93329], [1.20567, 2.39793, -0.83290], [-0.21138, -2.26265, -0.89567], [-3.42486, -0.95396, 0.31497], [-1.39855, -1.52067, -0.47870], [-3.45525, 1.34965, -0.07446], [1.47350, 0.09215, 0.07159], [3.75135, 0.30333, -0.30418], [-0.56711, 0.83217, -0.76641], [-2.73578, -2.93454, 0.30983], [3.93051, 0.13117, 2.30644], [2.02714, 0.14288, 2.43164], [2.75750, -1.26164, 2.04541], [1.50699, 2.40077, -1.93105], [0.32887, 3.05439, -0.86659], [2.13422, 2.67347, -0.27950], [0.64980, -1.89466, -0.35076], [-0.51446, -3.32120, -0.65333], [-0.00940, -2.06383, -1.94955], [-2.86032, 2.23374, -0.25561], [-4.20184, 1.44220, 0.65862]],
  "forces_ev_per_angstrom": [[0.6518, -0.4903, 0.3867], [1.9222, -2.6088, -1.7177], [0.1885, -0.2217, 1.6199], [0.2560, 1.1155, -2.4877], [1.5670, -4.4370, 1.5049], [-0.7973, -0.6464, 0.2256], [0.5114, 0.6083, -1.7679], [-1.3049, -0.8924, 0.4958], [-0.0020, -0.1410, 0.1541], [-0.1389, 2.3703, 0.0563], [-0.7795, 4.3504, 0.8520], [-1.9642, 2.0672, -0.6888], [-1.2827, -0.3292, 1.4836], [0.6354, 1.1663, -1.0886], [-0.2233, -0.6212, -0.2110], [-0.4466, -0.1413, 0.2607], [0.7838, 0.7056, 0.1670], [0.7578, -0.1109, -0.1049], [-0.1778, -0.3910, 1.2216], [0.5576, 0.3837, 0.7014], [-1.1156, 0.1428, -0.2262], [-0.0378, -0.3389, 0.2833], [0.9751, 0.8727, -0.6279], [-0.2113, -0.4441, -0.0567], [-1.5417, -2.1317, 0.7235], [1.2168, 0.1630, -1.1590]],
  "gap_ev": 8.064,
  "smiles": "CC(=O)/N=C(\\C)Oc1c(N)ncn1C",
  "largest_force_ev_per_a": 4.94,
  "total_energy_ev": -18544.441,
  "spin_multiplicity": 1
}